[1]
ORCA calculation (wB97M-V/def2-TZVPD) on a cluster of 11 separate species, C19H60O13 in total.

XYZ file:
```
92
Properties=species:S:1:pos:R:3:forces:R:3:lowdin_charge:R:1
O 1.739035 2.213968 -3.097094 0.93 0.90 0.74 -0.0729
C 2.716201 3.247088 -2.791397 -0.18 0.11 -0.61 -0.2129
C 2.111148 4.569400 -2.226737 -1.31 -1.73 -1.57 -0.2786
O 2.907714 5.653093 -2.466136 2.19 1.53 0.65 -0.0608
H 1.594454 1.714330 -2.290209 -0.13 -0.19 0.16 0.0669
H 3.579857 2.946108 -2.198441 -0.36 -0.58 0.66 0.1112
H 3.230400 3.420416 -3.736750 -0.41 0.50 -0.36 0.1098
H 1.857320 4.450748 -1.173355 0.14 0.32 0.00 0.1208
H 1.235066 4.828145 -2.821397 -0.92 -0.97 0.41 0.1159
H 2.990421 5.770635 -3.415314 0.02 0.02 -0.01 0.0930
O 6.651199 -1.955541 0.112634 -1.24 -0.68 0.41 -0.0636
C 5.352831 -2.591473 0.178993 -1.13 0.92 -1.05 -0.2225
C 4.650328 -2.592080 -1.204166 0.17 -0.65 2.32 -0.2520
O 5.131261 -3.773347 -1.830654 0.03 0.95 -1.22 -0.0681
H 7.112562 -2.403567 -0.600120 0.19 -0.10 -0.08 0.0749
H 5.316657 -3.615596 0.550425 0.67 -0.13 -0.01 0.1143
H 4.654362 -2.051039 0.817889 0.67 0.55 0.40 0.1091
H 4.793389 -1.614612 -1.664808 0.56 -0.20 -0.61 0.1189
H 3.572136 -2.711993 -1.098318 -0.22 0.12 0.38 0.1090
H 4.747026 -3.671829 -2.704529 0.27 -0.75 -0.51 0.0813
C 5.888502 2.709806 1.484171 -1.18 0.13 -1.19 -0.0837
C 5.808242 4.196130 1.056548 0.45 -1.48 1.48 -0.3075
O 6.962262 4.726897 1.692129 0.12 0.99 -0.41 -0.0916
H 4.980926 2.205621 1.152186 0.03 -0.27 -0.51 0.0573
H 5.870887 2.466354 2.546488 0.49 0.79 0.13 0.0706
H 6.763523 2.286499 0.990975 -0.11 -0.24 0.23 0.0751
H 4.895351 4.671007 1.416042 -0.11 0.12 0.11 0.0988
H 5.857028 4.335086 -0.023457 0.00 -0.29 -0.10 0.1062
H 7.211725 5.498596 1.178482 0.27 0.24 0.24 0.0764
C -3.229265 2.469809 -1.684820 -0.57 1.02 -0.74 -0.0607
C -4.244372 2.801252 -2.837538 -0.71 -0.31 1.44 -0.3153
O -4.479512 1.611395 -3.538051 0.61 -1.08 -1.22 -0.0972
H -2.981635 3.346651 -1.086542 -0.19 0.24 -0.10 0.0613
H -2.277409 2.148951 -2.108042 -0.13 -0.23 -0.16 0.0632
H -3.597169 1.726098 -0.977975 -0.19 -0.14 -0.37 0.0671
H -4.019709 3.653900 -3.478323 0.95 -0.09 -0.12 0.1022
H -5.273623 3.016363 -2.550359 0.19 0.81 1.43 0.1010
H -5.293290 1.743048 -4.030017 0.06 -0.25 -0.16 0.0792
C -4.861362 -3.443226 -1.885050 -0.93 0.66 -0.58 -0.0929
C -5.594674 -4.764736 -2.098874 1.71 0.81 0.19 -0.3242
O -4.856025 -5.684771 -1.358149 -0.19 -2.01 1.19 -0.0934
H -3.779540 -3.498595 -2.006270 -0.04 -0.37 -0.57 0.0670
H -4.952244 -3.039984 -0.876464 -0.54 -0.07 -0.01 0.0690
H -5.301011 -2.776150 -2.626542 0.35 0.72 0.19 0.0685
H -5.572623 -5.045458 -3.151870 -0.32 0.12 -0.20 0.1072
H -6.619890 -4.743765 -1.729288 0.10 -0.05 0.00 0.1155
H -4.009451 -5.884349 -1.764446 -0.12 0.21 -0.20 0.0843
C -5.365357 3.243820 3.271885 -0.44 0.36 1.02 -0.0985
C -4.410927 2.165763 3.683293 0.46 -0.44 -0.66 -0.3376
O -5.134692 0.937681 3.759843 -0.07 0.23 -0.15 -0.0763
H -5.992188 3.424428 4.145137 -0.45 0.23 -0.22 0.0732
H -5.987724 2.948631 2.427126 0.15 -0.03 0.02 0.0794
H -4.838636 4.173785 3.057794 0.02 -0.04 -0.11 0.0743
H -3.905855 2.365779 4.628275 -0.14 0.22 0.19 0.1086
H -3.631247 2.169970 2.921589 0.27 -0.64 -0.15 0.1006
H -4.542802 0.185641 3.835330 0.24 0.06 0.05 0.0712
C 1.845026 1.240090 4.766174 0.23 0.38 0.52 -0.0844
C 1.507979 2.725078 4.588986 -0.40 -1.02 -1.20 -0.2873
O 0.879856 2.809384 3.286541 0.17 0.22 0.30 -0.1076
H 2.720582 0.975061 4.173493 0.12 0.11 0.13 0.0704
H 1.076650 0.523885 4.475069 -0.41 0.47 -0.04 0.0697
H 2.041013 1.073059 5.825317 0.28 -0.19 -0.01 0.0703
H 2.424478 3.315084 4.584636 0.07 0.04 0.15 0.1057
H 0.825718 3.120321 5.341583 -0.01 -0.17 0.17 0.1046
H 0.716283 3.737681 3.104583 -0.06 0.09 -0.13 0.0713
C -2.290602 -0.959314 -6.383719 -0.55 1.41 0.84 -0.0788
C -1.561577 -1.373034 -5.096948 -1.26 -1.02 -0.20 -0.3491
O -0.195734 -1.221569 -5.280672 1.23 -0.29 0.05 -0.0683
H -1.894991 -1.380039 -7.308147 0.16 -0.47 0.41 0.0747
H -2.181320 0.119360 -6.496078 0.11 0.22 -0.10 0.0634
H -3.371429 -1.091873 -6.335430 -0.03 -0.38 0.05 0.0655
H -1.878309 -2.388386 -4.858553 0.83 -0.76 -0.53 0.0979
H -1.800209 -0.980829 -4.108345 -0.80 1.28 -0.40 0.1078
H -0.000182 -0.317842 -5.022503 0.30 0.04 -0.07 0.0846
C 1.918320 -5.937001 2.651975 0.12 -0.79 -0.50 -0.1664
O 3.271264 -5.903054 3.093282 -0.33 0.58 0.29 -0.1210
H 1.885068 -6.530236 1.738155 -0.25 0.14 -0.31 0.0720
H 1.225184 -6.427341 3.335524 0.11 0.07 0.43 0.0703
H 1.527707 -4.941444 2.441261 0.45 0.06 0.12 0.0729
H 3.557084 -6.792847 3.312770 -0.11 -0.04 -0.04 0.0719
C 0.093815 -0.938882 0.520975 -1.02 1.07 0.48 -0.1490
O 1.103659 0.070060 0.407563 0.24 -0.76 -0.55 -0.1301
H -0.175000 -1.417435 -0.420747 0.75 0.08 -0.18 0.0747
H 0.264711 -1.686605 1.295449 0.45 -0.05 -0.07 0.0696
H -0.819756 -0.415504 0.803041 -0.33 -0.18 0.17 0.0716
H 0.962949 0.726997 1.093300 -0.06 -0.04 0.16 0.0569
C -3.409243 -3.444130 3.191430 -0.34 0.16 0.38 -0.1545
O -2.586938 -2.480132 3.855986 0.15 -0.29 -0.43 -0.1301
H -4.119915 -2.864049 2.602746 -0.16 -0.19 0.16 0.0752
H -2.934410 -4.150853 2.510861 0.70 0.27 -0.06 0.0694
H -3.903563 -4.069761 3.934620 -0.43 0.13 -0.05 0.0763
H -2.153749 -2.904684 4.600093 0.06 -0.03 -0.02 0.0681
```
Forces are in eV/Å.

calculated total energy	-1737.7538	Eh
LUMO energy	0.2	eV
orbital gap	10.26	eV
SMILES string	OCCO.OCCO.CCO.CCO.CCO.CCO.CCO.CCO.CO.CO.CO
energy relative to the best compared isomer or geometry (same formula, charge and spin)	3.2224	eV
multiplicity	1

***

[2]
ORCA calculation (wB97M-V/def2-TZVPD) on a cluster of 13 separate species, C19H64N6O13 in total.

XYZ file:
```
102
Properties=species:S:1:pos:R:3:forces:R:3:lowdin_charge:R:1
C -2.999735 -2.475275 2.067598 1.33 -0.02 -0.88 -0.0508
C -2.883735 -2.413275 0.519598 -1.76 -0.96 1.08 -0.2688
O -1.772735 -3.193275 0.078598 -0.23 0.53 1.61 -0.0947
H -3.849735 -2.013275 2.480598 -1.43 0.68 0.02 0.0625
H -2.172735 -1.967275 2.555598 0.40 0.38 -0.29 0.0502
H -2.918735 -3.438275 2.497598 -0.23 -1.36 -0.02 0.0571
H -2.822735 -1.359275 0.316598 0.48 0.66 -0.72 0.0715
H -3.821735 -2.741275 -0.002402 0.73 -0.01 0.62 0.1301
H -1.829735 -3.329275 -0.861402 -0.23 -0.20 -1.14 0.0282
C 1.722265 0.642725 -3.165402 2.75 -1.53 1.80 -0.0732
C 2.426265 1.367725 -4.289402 -1.04 2.99 2.48 -0.2667
O 1.363265 2.156725 -4.800402 0.16 -0.17 -0.79 -0.0884
H 0.889265 0.006725 -3.401402 -0.50 0.10 -0.54 0.0713
H 1.464265 1.320725 -2.345402 -0.25 0.06 -0.43 0.0694
H 2.468265 -0.061275 -2.660402 -0.71 0.76 -0.58 0.0696
H 2.904265 0.819725 -5.026402 0.75 -1.54 -1.41 0.0866
H 3.191265 2.118725 -3.868402 -0.70 -1.27 -0.33 0.1263
H 1.709265 2.769725 -5.441402 -0.09 0.53 -0.36 0.0951
C -2.602735 1.627725 4.125598 -0.20 -0.87 -0.03 -0.0718
C -1.714735 0.907725 3.147598 -1.20 -0.74 -0.95 -0.3258
O -0.835735 1.855725 2.552598 -0.11 0.39 1.19 -0.1032
H -3.404735 0.939725 4.492598 0.55 0.65 -0.29 0.0936
H -3.020735 2.508725 3.615598 0.09 -0.21 0.55 0.0764
H -1.943735 1.851725 4.946598 -0.19 0.73 0.64 0.0696
H -2.362735 0.487725 2.356598 0.29 0.08 0.10 0.0868
H -1.179735 0.046725 3.562598 0.17 0.31 0.22 0.0978
H -0.597735 1.533725 1.683598 -0.12 0.09 -0.68 0.0042
C 0.424265 -4.620275 4.526598 0.35 -0.04 -1.26 -0.0714
C 0.157265 -4.070275 3.132598 -1.16 -0.11 -2.40 -0.3181
O -0.891735 -4.808275 2.462598 0.04 -0.43 -0.83 -0.1374
H 0.823265 -5.673275 4.465598 -0.24 1.19 0.01 0.0937
H -0.441735 -4.625275 5.176598 -0.17 0.20 0.03 0.0677
H 1.168265 -3.899275 4.843598 0.35 -0.26 0.91 0.0605
H 1.070265 -4.129275 2.478598 -0.37 -0.04 0.86 0.1014
H -0.252735 -3.053275 2.941598 1.07 -0.02 1.59 0.0799
H -1.060735 -4.349275 1.598598 0.14 -0.67 1.00 0.0522
C 4.759265 1.472725 -1.125402 0.01 2.00 -0.37 -0.0637
C 3.629265 1.639725 -0.155402 -0.98 1.92 -0.87 -0.3254
O 4.039265 1.828725 1.181598 2.51 1.23 0.80 -0.1422
H 5.552265 2.231725 -1.105402 -0.03 0.04 0.85 0.0893
H 4.367265 1.731725 -2.095402 -0.30 -0.82 -0.67 0.0545
H 5.212265 0.527725 -1.047402 0.50 -1.32 -0.25 0.0637
H 2.981265 0.770725 -0.272402 -0.05 0.09 0.61 0.0768
H 3.001265 2.564725 -0.381402 0.62 -1.21 -0.31 0.1188
H 4.790265 2.521725 1.160598 -1.78 -1.70 0.09 0.1567
C 2.515265 -2.976275 0.266598 2.37 0.83 1.76 -0.0673
C 2.835265 -1.958275 -0.779402 1.99 0.46 -0.23 -0.3410
O 3.086265 -2.559275 -2.038402 -0.39 -0.06 -0.39 -0.0618
H 3.193265 -3.799275 0.357598 0.50 -0.78 -0.74 0.0755
H 1.530265 -3.339275 0.224598 -1.33 -0.29 -0.06 0.0521
H 2.749265 -2.505275 1.252598 -0.96 -0.02 -0.52 0.0691
H 3.645265 -1.193275 -0.569402 0.06 -1.43 0.35 0.1085
H 2.038265 -1.298275 -0.706402 -2.28 1.18 -0.90 0.0478
H 2.972265 -1.945275 -2.784402 -0.02 -0.14 0.64 0.0718
C 2.094265 -0.172275 3.012598 -7.58 -1.62 1.91 -0.5424
O 1.031265 -1.045275 3.458598 5.85 4.06 -2.42 -0.1588
N 3.334265 -0.432275 2.860598 4.03 -4.48 0.70 0.1773
N 1.794265 1.077725 2.622598 -0.79 3.17 1.06 0.0923
H 3.604265 -1.407275 3.116598 -0.21 1.33 -0.36 0.1489
H 4.037265 0.117725 2.368598 -0.73 0.22 0.19 0.1080
H 0.797265 1.483725 2.852598 2.00 -0.91 -0.04 0.1239
H 2.611265 1.780725 2.509598 -1.95 -1.75 0.22 0.1403
C -0.305735 0.194725 -0.060402 -3.62 -1.83 -5.71 -0.5817
O -0.990735 0.381725 -1.226402 1.75 -1.98 4.78 -0.1077
N -0.246735 -0.909275 0.690598 -2.15 -0.87 -2.04 0.2448
N 0.403265 1.155725 0.341598 3.08 5.07 0.11 0.1528
H -0.981735 -1.589275 0.498598 1.03 -0.14 0.04 0.0623
H 0.287265 -1.007275 1.514598 0.61 0.11 1.34 0.0583
H 0.404265 2.066725 -0.169402 -0.20 -1.11 0.21 0.1006
H 1.085265 1.058725 1.088598 -0.01 -0.24 -0.14 0.0496
C -1.355735 3.529725 -3.176402 3.67 5.11 -2.96 -0.6808
O -0.672735 4.522725 -3.787402 -2.47 -3.78 1.87 -0.1383
N -2.437735 3.816725 -2.516402 -3.87 2.75 0.92 0.1498
N -0.952735 2.283725 -3.170402 0.99 0.21 -1.65 0.1951
H -2.993735 4.722725 -2.827402 1.72 -2.96 1.26 0.1860
H -2.858735 3.017725 -2.048402 -0.81 0.72 -0.28 0.0726
H -0.117735 2.284725 -3.710402 0.83 -0.70 -0.28 0.0459
H -1.050735 1.637725 -2.430402 -0.42 -0.93 1.12 0.0302
C -0.377735 -2.889275 -2.823402 -0.79 2.25 -0.75 -0.1150
O -1.676735 -3.434275 -2.586402 0.32 -1.23 -0.14 -0.1385
H 0.357265 -3.449275 -3.390402 -0.40 -0.65 -0.33 0.0805
H 0.119265 -2.643275 -1.889402 -0.38 0.03 0.28 0.0630
H -0.668735 -1.942275 -3.351402 1.28 -0.41 0.33 0.0975
H -2.104735 -3.590275 -3.442402 0.10 0.10 0.47 0.1124
C -3.393735 2.116725 0.403598 -1.32 -0.85 2.39 -0.1769
O -4.322735 2.304725 -0.599402 -1.29 0.27 -1.58 -0.1227
H -2.971735 1.143725 0.416598 0.47 -1.29 -0.49 0.0356
H -3.939735 2.152725 1.376598 0.78 0.59 -0.23 0.0979
H -2.561735 2.774725 0.341598 0.34 1.05 -0.11 0.0725
H -5.181735 1.878725 -0.405402 1.01 0.30 0.01 0.1089
C -3.810735 -0.761275 -2.326402 -0.30 2.08 -1.35 -0.1248
O -4.236735 -0.611275 -3.717402 0.98 -0.72 -0.02 -0.1307
H -4.482735 -1.430275 -1.903402 -1.11 -1.26 1.31 0.0483
H -3.929735 0.249725 -1.962402 0.04 0.09 0.98 0.0599
H -2.787735 -1.041275 -2.088402 0.12 -0.15 -1.07 0.0485
H -5.156735 -0.325275 -3.684402 0.26 -0.05 0.04 0.0669
C 1.113265 4.406725 0.566598 1.47 0.73 -2.04 -0.1188
O 0.245265 3.741725 -0.315402 0.00 -1.03 1.02 -0.1205
H 2.057265 4.568725 -0.023402 -0.34 0.01 1.10 0.1014
H 1.269265 3.943725 1.495598 0.20 -1.20 1.03 0.0623
H 0.685265 5.348725 0.775598 -0.25 1.31 0.46 0.0785
H -0.060735 4.459725 -0.825402 -1.12 0.70 -1.75 0.0703
```
Forces are in eV/Å.

calculated total energy	-2068.7662	Eh
LUMO energy	-0.1	eV
orbital gap	8.20	eV
energy relative to the best compared isomer or geometry (same formula, charge and spin)	1.4481	eV
multiplicity	1